Run 1
Formula: C9H36O9
Source: the Open Molecules 2025 dataset
Level of theory: ωB97M-V/def2-TZVPD

Each line ends with the natural charge from an NBO analysis.
Element x y z (Å)
O1 -4.31 -6.32 0.04  -0.934
H1 -3.41 -6.46 0.32  0.470
H2 -4.45 -6.97 -0.65  0.464
O2 -2.35 -3.87 5.55  -0.940
H3 -1.86 -3.95 4.72  0.468
H4 -2.37 -2.93 5.72  0.472
O3 6.61 -5.65 -2.70  -0.936
H5 6.66 -4.71 -2.55  0.467
H6 5.69 -5.86 -2.58  0.469
O4 -0.04 -7.76 1.32  -0.937
H7 0.12 -8.40 0.63  0.466
H8 0.78 -7.71 1.80  0.471
O5 -1.70 0.70 6.65  -0.936
H9 -0.96 1.02 7.16  0.468
H10 -1.94 1.43 6.08  0.468
O6 1.88 -6.86 -3.48  -0.935
H11 1.85 -7.68 -2.99  0.466
H12 1.03 -6.82 -3.93  0.470
C1 3.98 4.39 -0.29  -0.646
C2 5.07 4.76 0.71  0.099
C3 5.55 3.44 1.43  -0.630
O7 6.08 5.43 0.03  -0.704
H13 3.07 4.80 0.14  0.208
H14 4.02 3.31 -0.47  0.216
H15 3.97 5.01 -1.19  0.214
H16 4.59 5.38 1.48  0.145
H17 6.32 3.62 2.18  0.215
H18 5.98 2.74 0.70  0.208
H19 4.77 2.90 1.97  0.213
H20 5.67 6.27 -0.16  0.463
C4 -0.35 -0.26 0.32  -0.623
C5 0.06 -1.66 -0.03  0.099
C6 1.57 -1.85 -0.18  -0.629
O8 -0.35 -2.53 0.97  -0.719
H21 0.42 0.15 0.97  0.199
H22 -1.27 -0.17 0.90  0.229
H23 -0.48 0.35 -0.58  0.214
H24 -0.40 -1.84 -1.00  0.142
H25 2.01 -1.41 0.71  0.207
H26 1.85 -1.37 -1.12  0.208
H27 1.93 -2.88 -0.30  0.205
H28 0.00 -3.41 0.82  0.469
C7 -6.16 4.44 -1.46  -0.633
C8 -5.62 4.25 -2.84  0.094
C9 -4.54 5.30 -3.06  -0.626
O9 -5.11 2.94 -3.02  -0.730
H29 -7.02 3.78 -1.34  0.200
H30 -6.57 5.44 -1.37  0.212
H31 -5.52 4.21 -0.60  0.216
H32 -6.42 4.34 -3.57  0.157
H33 -4.11 5.31 -4.06  0.217
H34 -3.67 5.03 -2.45  0.212
H35 -4.85 6.28 -2.72  0.212
H36 -5.69 2.28 -2.61  0.469

As for the SMILES: CC(C)O.CC(C)O.CC(C)O.O.O.O.O.O.O. The value obtained for the gap between HOMO and LUMO is 10.0 eV.



Run 2
Formula: C9H36O9
Source: the Open Molecules 2025 dataset
Level of theory: ωB97M-V/def2-TZVPD

Each line ends with the natural charge from an NBO analysis.
Element x y z (Å)
C1 -1.18 1.28 -0.57  -0.235
O1 -2.17 0.71 0.23  -0.751
H1 -1.11 0.56 -1.45  0.138
H2 -0.18 1.30 -0.15  0.160
H3 -1.39 2.31 -0.87  0.186
H4 -1.97 -0.18 0.51  0.491
C2 -2.89 -2.74 1.65  -0.269
O2 -1.90 -1.76 1.58  -0.726
H5 -3.15 -2.76 2.69  0.162
H6 -2.66 -3.73 1.40  0.181
H7 -3.86 -2.47 1.28  0.195
H8 -1.15 -2.21 1.89  0.475
C3 0.73 -0.94 -3.90  -0.251
O3 1.35 -1.97 -3.19  -0.735
H9 1.32 -0.42 -4.56  0.170
H10 0.37 -0.21 -3.20  0.191
H11 -0.08 -1.38 -4.41  0.163
H12 1.70 -2.57 -3.81  0.473
C4 2.75 0.67 1.98  -0.249
O4 3.46 1.39 2.98  -0.745
H13 2.17 -0.09 2.53  0.171
H14 3.40 0.22 1.22  0.177
H15 2.06 1.37 1.50  0.176
H16 3.86 2.24 2.66  0.470
C5 -1.70 -2.99 -1.77  -0.257
O5 -1.07 -4.29 -1.77  -0.730
H17 -1.39 -2.31 -2.65  0.163
H18 -1.35 -2.40 -0.96  0.179
H19 -2.77 -3.09 -1.78  0.174
H20 -0.72 -4.45 -2.64  0.468
C6 0.96 4.86 0.30  -0.259
O6 1.68 3.59 0.17  -0.763
H21 1.34 5.68 -0.36  0.161
H22 1.19 5.18 1.32  0.191
H23 -0.14 4.68 0.15  0.175
H24 1.61 3.24 -0.71  0.474
C7 -2.93 0.50 3.68  -0.243
O7 -3.20 1.19 4.84  -0.714
H25 -3.63 0.87 2.84  0.183
H26 -3.11 -0.58 3.73  0.145
H27 -1.92 0.50 3.43  0.166
H28 -3.20 0.54 5.52  0.461
C8 0.92 -1.73 0.22  -0.261
O8 2.20 -1.44 -0.35  -0.751
H29 0.18 -1.04 -0.14  0.157
H30 0.88 -1.67 1.29  0.174
H31 0.60 -2.65 -0.25  0.185
H32 2.03 -1.40 -1.33  0.487
C9 2.39 1.42 -1.64  -0.267
O9 1.51 2.36 -2.28  -0.746
H33 2.13 1.27 -0.60  0.204
H34 3.47 1.85 -1.57  0.171
H35 2.54 0.54 -2.11  0.173
H36 2.04 3.16 -2.58  0.483

As for the SMILES: CO.CO.CO.CO.CO.CO.CO.CO.CO. The value obtained for the gap between HOMO and LUMO is 9.9 eV.



Run 3
Formula: C9H36O9
Source: the Open Molecules 2025 dataset
Level of theory: ωB97M-V/def2-TZVPD

Each line ends with the natural charge from an NBO analysis.
Element x y z (Å)
C1 -4.56 -0.41 0.16  -0.248
O1 -4.82 0.19 1.41  -0.739
H1 -4.00 0.24 -0.52  0.144
H2 -3.98 -1.33 0.25  0.170
H3 -5.50 -0.72 -0.31  0.173
H4 -4.08 0.76 1.65  0.488
C2 -0.83 -3.93 -0.66  -0.242
O2 -0.29 -4.73 -1.72  -0.730
H5 -0.94 -2.90 -1.01  0.158
H6 -1.79 -4.37 -0.41  0.192
H7 -0.18 -3.93 0.22  0.161
H8 0.55 -4.36 -2.00  0.457
C3 3.68 -0.25 -0.99  -0.254
O3 2.95 -1.38 -0.50  -0.745
H9 4.08 0.34 -0.15  0.178
H10 4.51 -0.55 -1.62  0.177
H11 2.96 0.38 -1.51  0.187
H12 3.60 -1.98 -0.12  0.477
C4 2.21 -3.22 2.38  -0.251
O4 3.42 -3.93 2.65  -0.728
H13 1.61 -3.16 3.29  0.190
H14 2.39 -2.20 2.03  0.163
H15 1.66 -3.78 1.62  0.168
H16 4.13 -3.63 2.09  0.458
C5 -1.60 -1.25 3.10  -0.241
O5 -1.65 -1.93 1.86  -0.758
H17 -1.98 -0.23 2.94  0.154
H18 -2.16 -1.75 3.88  0.185
H19 -0.55 -1.11 3.41  0.153
H20 -0.97 -1.54 1.28  0.493
C6 -2.70 2.99 1.26  -0.251
O6 -3.09 2.23 2.39  -0.738
H21 -2.25 2.35 0.49  0.158
H22 -3.54 3.51 0.79  0.191
H23 -1.90 3.68 1.52  0.171
H24 -2.43 2.31 3.08  0.484
C7 -0.05 0.24 -0.77  -0.256
O7 0.38 -0.61 0.29  -0.771
H25 0.13 -0.28 -1.73  0.166
H26 -1.12 0.42 -0.69  0.187
H27 0.52 1.17 -0.80  0.165
H28 1.23 -0.99 0.01  0.505
C8 0.30 4.21 -0.48  -0.252
O8 1.69 4.24 -0.25  -0.722
H29 0.06 4.02 -1.53  0.165
H30 -0.15 3.41 0.10  0.177
H31 -0.22 5.10 -0.10  0.164
H32 2.09 4.97 -0.74  0.468
C9 2.31 2.51 -4.02  -0.243
O9 1.62 2.11 -5.19  -0.714
H33 3.39 2.35 -4.10  0.160
H34 2.12 3.56 -3.80  0.181
H35 1.97 1.96 -3.13  0.151
H36 1.76 1.17 -5.31  0.466

As for the SMILES: CO.CO.CO.CO.CO.CO.CO.CO.CO. The value obtained for the gap between HOMO and LUMO is 9.4 eV.



According to the calculations, the structures order from most to least stable as run 1, run 3, run 2.



Run 1
Formula: C2H5BO
Source: the Open Molecules 2025 dataset
Level of theory: ωB97M-V/def2-TZVPD

Each line ends with the Löwdin charge.
Element x y z (Å)
B1 -0.42 0.45 -0.49  -0.356
C1 0.70 -0.80 -0.31  -0.234
C2 -0.48 0.59 0.99  0.112
O1 1.67 -0.46 -0.95  0.061
H1 -0.16 1.25 -1.28  0.061
H2 -0.69 -0.54 -1.10  0.114
H3 0.41 -1.76 0.01  0.107
H4 0.00 1.42 1.44  0.036
H5 -1.03 -0.15 1.70  0.097

The value obtained for the gap between HOMO and LUMO is 8.9 eV.



Run 2
Formula: C2H5BO
Source: the Open Molecules 2025 dataset
Level of theory: ωB97M-V/def2-TZVPD

Each line ends with the natural charge from an NBO analysis.
Element x y z (Å)
B1 0.66 -0.26 0.59  0.403
C1 -1.75 -0.28 -0.20  0.418
C2 -0.45 0.56 -0.06  -0.788
O1 -2.80 -0.01 0.37  -0.524
H1 1.42 0.37 1.12  -0.066
H2 0.53 -1.37 0.50  -0.074
H3 -1.70 -1.24 -0.81  0.119
H4 -0.70 1.64 0.23  0.263
H5 0.36 0.74 -1.31  0.248

The value obtained for the gap between HOMO and LUMO is 10.0 eV.



According to the calculations, the structures order from most to least stable as run 2, run 1.



Run 1
Formula: C3H11N3O
Source: the Open Molecules 2025 dataset
Level of theory: ωB97M-V/def2-TZVPD

Each line ends with the natural charge from an NBO analysis.
Element x y z (Å)
C1 -0.72 0.33 -0.73  0.145
C2 -0.47 -0.50 -1.96  -0.275
C3 -0.47 -0.46 1.66  0.479
N1 -0.60 -0.17 0.45  -0.313
N2 -1.46 -0.13 -3.09  -0.654
N3 1.87 0.56 2.92  -1.026
O1 -1.34 -1.12 2.40  -0.621
H1 -1.00 1.39 -0.63  0.258
H2 0.50 -0.18 -2.48  0.275
H3 -0.49 -1.47 -1.66  0.266
H4 0.49 0.13 2.24  0.307
H5 -2.34 -0.60 -2.70  0.482
H6 -1.03 -0.33 -3.92  0.461
H7 -1.59 0.86 -3.13  0.450
H8 2.18 -0.10 3.59  0.400
H9 1.89 1.51 3.34  0.409
H10 2.71 0.72 2.39  0.397
H11 -1.12 -1.65 3.18  0.560

As for the charge: +2. The value obtained for the gap between HOMO and LUMO is 8.8 eV.



Run 2
Formula: C3H11N3O
Source: the Open Molecules 2025 dataset
Level of theory: ωB97M-V/def2-TZVPD

Each line ends with the natural charge from an NBO analysis.
Element x y z (Å)
C1 -0.63 -0.63 -0.10  0.694
C2 1.69 -0.31 -0.58  -0.516
C3 0.49 1.03 1.11  -0.448
N1 -0.71 -1.80 0.51  -0.647
N2 -2.74 0.22 -0.08  -0.458
N3 0.44 0.27 -0.21  -0.102
O1 -0.01 1.16 -1.32  -0.497
H1 1.89 -0.35 -1.70  0.306
H2 2.55 0.36 -0.30  0.291
H3 1.88 -1.45 -0.18  0.278
H4 1.15 0.38 1.87  0.285
H5 1.15 1.90 0.99  0.286
H6 -0.50 1.42 1.42  0.290
H7 -1.56 -2.22 0.81  0.479
H8 0.08 -2.36 0.89  0.458
H9 -3.19 -0.44 -0.81  0.385
H10 -2.77 1.09 -0.55  0.365
H11 0.79 1.76 -1.75  0.550

As for the charge: +2. The value obtained for the gap between HOMO and LUMO (spin up / spin down) is 9.3 / 9.4 eV.



According to the calculations, the structures order from most to least stable as run 1, run 2.